Entry 1:
DFT (the ωB97M-V functional and the def2-TZVPD basis) results for a structure of composition C38H40AuN2O6P2S2.

```
91
C38H40AuN2O6P2S2, DFT the ωB97M-V functional and the def2-TZVPD basis
Au 0.06646 0.29842 -0.26934
O -0.06610 0.06752 1.97532
P -0.10839 -0.98264 3.04459
C -0.95250 -2.51673 2.45873
P -2.10491 -2.15640 1.08046
O -1.33378 -1.64090 -0.09958
C -2.78662 -3.77508 0.63446
C -1.88348 -4.72961 0.16815
C -2.33941 -5.97822 -0.21954
C -3.69668 -6.26929 -0.15633
C -4.59548 -5.31330 0.28994
C -4.14473 -4.06227 0.68883
C -3.48066 -1.17990 1.69330
C -4.17808 -0.38383 0.78854
C -5.32253 0.27781 1.20073
C -5.78005 0.13455 2.50261
C -5.09538 -0.67265 3.40039
C -3.95095 -1.33801 2.99541
C -0.91026 -0.34609 4.52389
C -0.73026 -0.97770 5.75400
C -1.33417 -0.45367 6.88494
C -2.10284 0.69928 6.78874
C -2.26088 1.33528 5.56656
C -1.66209 0.81955 4.42645
C 1.52555 -1.57814 3.51848
C 2.60684 -0.73272 3.29406
C 3.88458 -1.14340 3.63781
C 4.08320 -2.39176 4.20922
C 3.00342 -3.23308 4.44336
C 1.72442 -2.82952 4.09835
H -1.43574 -3.07138 3.26272
H -0.17888 -3.14390 2.01257
H -0.83165 -4.48190 0.08531
H -1.63926 -6.72051 -0.57985
H -4.05161 -7.24472 -0.46186
H -5.65319 -5.54031 0.32131
H -4.84646 -3.31333 1.03499
H -3.80796 -0.27360 -0.21920
H -5.86670 0.89989 0.50213
H -6.68266 0.64227 2.81705
H -5.45466 -0.78439 4.41490
H -3.42990 -1.97675 3.69820
H -0.11270 -1.86385 5.83313
H -1.19155 -0.93627 7.84280
H -2.56388 1.11040 7.67754
H -2.84706 2.24227 5.49439
H -1.76199 1.32452 3.47566
H 2.41742 0.23682 2.84937
H 4.73106 -0.49404 3.45980
H 5.08246 -2.71410 4.47026
H 3.15880 -4.20673 4.88884
H 0.88491 -3.49127 4.27928
C 0.19961 -1.32081 -5.75680
C 0.68969 0.08176 -5.39585
N 1.83335 0.09032 -4.48580
C 3.18218 0.07332 -5.06303
C 3.76883 -1.33106 -5.18425
C 1.67533 0.05753 -3.16223
S 0.01728 -0.03649 -2.61064
N 2.76435 0.05007 -2.41893
C 2.92529 -0.06345 -1.11494
O 2.06668 -0.31984 -0.21278
C 4.33156 0.08277 -0.65239
C 5.39645 -0.19342 -1.50852
C 6.69615 -0.08198 -1.04830
C 6.94347 0.31035 0.26075
C 5.88579 0.61676 1.10496
C 4.58305 0.49695 0.65338
H -0.64869 -1.24353 -6.43606
H -0.12241 -1.85371 -4.86180
H 0.97880 -1.90106 -6.24751
H -0.12653 0.62974 -4.91887
H 0.98138 0.62140 -6.29505
H 3.82236 0.67744 -4.42772
H 3.11850 0.54220 -6.04400
H 3.71049 -1.85312 -4.22896
H 4.81579 -1.26268 -5.47985
H 3.24879 -1.92364 -5.93556
H 5.19620 -0.50900 -2.52209
H 7.52296 -0.29834 -1.71186
H 7.96190 0.37658 0.62002
H 6.08480 0.95066 2.11516
H 3.74298 0.74447 1.28667
C -1.83778 4.10231 -0.41340
S -1.36407 2.59498 0.40715
O -2.01972 2.56610 1.68043
O 0.11279 2.54253 0.42202
O -1.78506 1.46787 -0.50882
H -1.84320 4.88797 0.33648
H -2.83527 3.94632 -0.81834
H -1.12021 4.31023 -1.20142
```

As for the HOMO energy: -0.4215 hartree. Its frontier orbital gap is 0.2361 Ha. For the molecular weight, the calculation gives 943.79 g mol⁻¹. The total charge is +1.

***

Entry 2:
DFT (the ωB97M-V functional and the def2-TZVPD basis) results for a structure of composition C38H40BCl2N7O2SW.

```
92
C38H40BCl2N7O2SW, DFT the ωB97M-V functional and the def2-TZVPD basis
W -0.39619 -0.11764 -0.02664
C -3.37629 0.34913 4.71434
C -3.30916 -0.70138 3.81219
C -2.26144 -0.77544 2.91234
C -1.25615 0.18994 2.92205
C -1.31573 1.23306 3.84557
C -2.38014 1.31434 4.72580
N -0.18891 0.09265 1.97376
C 1.09841 0.29032 2.40574
C 1.53350 0.29002 3.74384
C 2.86397 0.46585 4.02686
C 3.82017 0.66454 3.01031
C 3.44554 0.64125 1.69690
C 2.09324 0.42513 1.38584
N 1.59214 0.33625 0.12319
N 2.35864 0.50960 -0.89722
C 1.63780 0.52898 -2.04982
C 2.27118 0.86232 -3.25321
C 1.50547 1.05490 -4.37404
C 0.11279 0.90581 -4.28451
C -0.44940 0.53412 -3.09609
N 0.28670 0.30663 -1.97937
H -4.20646 0.41853 5.40421
H -4.07952 -1.46100 3.80358
H -2.19004 -1.59337 2.21055
H -0.55356 1.99969 3.83830
H -2.43398 2.13968 5.42270
H 0.81980 0.11651 4.53552
H 3.19386 0.44399 5.05688
H 4.85814 0.81348 3.27317
H 4.15538 0.76688 0.89207
H 3.34363 0.99167 -3.24673
H 1.96475 1.33813 -5.31103
H -0.51749 1.08045 -5.14399
H -1.51821 0.41234 -2.99038
C -0.77675 8.20977 -1.77287
C 0.07099 8.00256 -0.50755
C -0.29155 9.10528 0.49067
C 1.56192 8.14069 -0.85659
C -0.17600 6.60277 0.04767
C -0.55810 6.38913 1.37624
C -0.80432 5.12580 1.90289
C -0.64706 4.06221 1.04624
O -0.80752 2.70944 1.26965
B -0.53948 2.08263 0.06780
O -0.16954 3.01398 -0.88278
C -0.25297 4.25143 -0.27023
C -0.00922 5.49834 -0.79334
H -0.65112 9.23130 -2.13305
H -1.83482 8.05257 -1.55703
H -0.48381 7.53456 -2.57736
H -0.15278 10.07527 0.01370
H 0.35279 9.07973 1.37084
H -1.33483 9.03552 0.80284
H 1.75423 9.13393 -1.26475
H 1.87148 7.40093 -1.59631
H 2.17514 8.01380 0.03713
H -0.67513 7.23800 2.03335
H -1.10919 4.99509 2.93236
H 0.30402 5.60437 -1.82343
C 1.38552 -6.22298 -0.25891
N 1.18858 -4.79959 -0.54503
C 2.22460 -4.21201 -1.39187
C 0.36712 -4.04382 0.18894
S 0.87717 -2.42396 0.57552
N -0.76188 -4.56550 0.66262
C -1.47939 -4.02393 1.80714
C -1.40757 -5.72188 0.04869
H 2.45602 -6.40006 -0.15850
H 1.00605 -6.85835 -1.05932
H 0.91379 -6.49614 0.68060
H 2.53063 -4.96074 -2.11998
H 3.09527 -3.90996 -0.80790
H 1.84157 -3.34556 -1.92328
H -0.87082 -3.29482 2.33096
H -1.71408 -4.83932 2.49318
H -2.42035 -3.56771 1.49165
H -1.02452 -5.88756 -0.95460
H -2.47605 -5.51519 -0.01977
H -1.27590 -6.62552 0.64526
Cl -4.87763 0.34070 0.56899
C -4.50107 -1.05287 -0.36134
C -5.47963 -1.94582 -0.75671
C -5.15375 -3.03362 -1.55274
C -3.84867 -3.24676 -1.98327
C -2.87661 -2.35835 -1.58575
Cl -1.21256 -2.51565 -2.04810
C -3.16304 -1.25473 -0.74315
N -2.10984 -0.50706 -0.32231
H -6.50146 -1.77363 -0.44773
H -5.93301 -3.71530 -1.86436
H -3.60543 -4.08032 -2.62712
```

As for the HOMO energy: -0.4635 hartree. Its frontier orbital gap is 0.1833 Ha. The value obtained for the energy relative to the best compared isomer or geometry (same formula, charge and spin) is 39.7 kcal/mol. For the molecular weight, the calculation gives 924.41 g mol⁻¹. The total charge is +2.

***

Entry 3:
DFT (the ωB97M-V functional and the def2-TZVPD basis) results for a structure of composition C38H40CsN5O4SSb.

```
90
C38H40CsN5O4SSb, DFT the ωB97M-V functional and the def2-TZVPD basis
Cs -1.64745 -0.30547 2.14506
C -1.00586 4.39290 3.16140
C -0.84993 3.51817 1.89908
C 0.34580 2.85383 1.56010
C 0.38170 2.11329 0.36691
C -0.71463 2.13489 -0.50156
C -1.87626 2.67683 -0.01243
N -1.94609 3.29287 1.15653
Sb -3.68197 2.61925 -1.26916
C -4.88893 1.01137 -0.53581
C -6.20326 1.11631 -0.95711
C -7.00563 0.01913 -1.02771
C -6.55236 -1.11695 -0.44942
C -5.31619 -1.06113 0.23713
C -4.97865 -2.24712 1.11289
N -4.47136 -0.07134 0.12482
C -3.10833 1.42671 -3.01057
C -2.23895 1.96793 -3.96490
C -2.20619 1.30867 -5.20939
C -3.07698 0.23849 -5.42372
C -3.85819 -0.21887 -4.37656
C -4.94080 -1.21621 -4.75252
N -3.84489 0.34529 -3.20331
H -0.34894 5.25894 3.10388
H -0.89966 3.83369 4.07537
H -2.00209 4.80463 3.08953
H 1.13737 2.82880 2.31225
H 1.21838 1.48737 0.11112
H -0.70684 1.55299 -1.42776
H -6.47709 2.06950 -1.37771
H -7.97817 0.09555 -1.47349
H -7.21596 -1.94636 -0.28818
H -5.87081 -2.88423 1.27800
H -4.61931 -1.97872 2.09041
H -4.24512 -2.83645 0.58784
H -1.64527 2.82306 -3.71961
H -1.45426 1.57005 -5.94384
H -3.13277 -0.17197 -6.39969
H -5.22658 -1.96266 -3.99270
H -4.69980 -1.71281 -5.67213
H -5.86061 -0.66327 -4.83455
O -0.83524 2.18268 5.75052
C -0.28080 1.07302 5.48814
O -0.79279 -0.01036 5.17250
C 1.25093 1.16548 5.71273
C 1.73283 2.08357 6.63291
C 3.11785 2.32638 6.60362
C 3.97053 1.57590 5.79625
C 3.46372 0.61270 4.92156
C 2.09487 0.40696 4.88166
H 1.07717 2.64264 7.29806
H 3.51710 3.03729 7.29435
H 5.03987 1.85190 5.80622
H 4.15086 0.05115 4.26789
H 1.60382 -0.37836 4.29211
C 3.31265 1.41585 -1.47635
C 2.58139 1.73925 -2.79143
C 2.27385 0.43375 -3.47796
N 1.01656 -0.10466 -3.04320
C 0.77205 -1.10628 -2.03407
S -0.88848 -1.24989 -1.52168
N 1.82535 -1.79688 -1.66626
C 1.94327 -2.98327 -0.57679
O 1.09713 -3.96248 -0.76964
C 3.46052 -3.26041 -0.71916
C 4.33868 -2.29512 -0.23643
C 5.74118 -2.41530 -0.31997
C 6.26393 -3.49141 -1.03668
C 5.42510 -4.48673 -1.37505
C 4.04680 -4.42265 -1.16461
H 3.29936 2.23639 -0.76898
H 4.37084 1.12421 -1.69728
H 2.91867 0.58582 -0.95327
H 3.25905 2.36321 -3.43223
H 1.71870 2.37504 -2.61086
H 3.04318 -0.30892 -3.33697
H 2.24072 0.62244 -4.54830
H 0.21553 0.19924 -3.50728
H 2.71474 -1.66602 -2.09899
H 3.92006 -1.40282 0.19210
H 6.41519 -1.70388 0.12112
H 7.31032 -3.51494 -1.23011
H 5.83170 -5.38002 -1.77978
H 3.35770 -5.20085 -1.50081
C 1.94917 -3.34517 2.00003
C 1.71472 -2.39466 0.89969
O 1.14031 -1.36102 1.15840
H 1.22850 -4.21638 1.85712
H 1.81514 -2.84639 2.99138
H 2.92854 -3.76690 1.94733
```

As for the HOMO energy: -0.1766 hartree. Its frontier orbital gap is 0.2494 Ha. The value obtained for the energy relative to the best compared isomer or geometry (same formula, charge and spin) is 0.0 kcal/mol. For the molecular weight, the calculation gives 917.50 g mol⁻¹. The total charge is -1.

***

Entry 4:
DFT (the ωB97M-V functional and the def2-TZVPD basis) results for a structure of composition C38H40I2N2O3STeTi.

```
88
C38H40I2N2O3STeTi, DFT the ωB97M-V functional and the def2-TZVPD basis
Ti -1.26799 0.51355 -1.34122
S -3.19991 -2.33962 1.63993
C -3.06143 -0.87465 2.50991
C -2.47815 0.10612 1.76354
C -2.12332 -0.29675 0.43968
C -2.47595 -1.61714 0.25315
C -2.23113 -2.38318 -0.96823
C -2.67023 -3.69332 -1.15694
C -2.37476 -4.33953 -2.34091
C -1.65397 -3.67125 -3.32129
C -1.26007 -2.37231 -3.06502
N -1.52712 -1.74449 -1.92027
H -3.42248 -0.81276 3.52435
H -2.29896 1.10215 2.14485
H -3.23661 -4.19360 -0.38359
H -2.70659 -5.35690 -2.50010
H -1.40489 -4.13761 -4.26299
H -0.69912 -1.81196 -3.80218
C -0.77653 4.63733 -2.44390
C -1.39639 3.27065 -2.46307
O -0.97928 2.45517 -1.60582
C -2.42459 2.92488 -3.41858
C -2.83668 3.89934 -4.35870
C -3.80222 3.62906 -5.28919
C -4.39032 2.35648 -5.30545
C -4.02548 1.38468 -4.40744
C -3.03796 1.64325 -3.43817
O -2.72403 0.68674 -2.59280
H -0.02982 4.67320 -1.65517
H -1.53910 5.39454 -2.25342
H -0.31588 4.87693 -3.40239
H -2.38489 4.88060 -4.34183
H -4.11079 4.37994 -6.00169
H -5.15106 2.13401 -6.04312
H -4.48567 0.40625 -4.41194
I -1.27046 3.77062 2.00589
C -3.14308 4.44531 1.26695
I -4.16735 3.02346 0.09892
H -2.97189 5.32954 0.66646
H -3.76637 4.68360 2.11961
C 0.69348 0.49501 -3.51069
C 1.23756 -0.24233 -2.29311
O 2.13604 -1.07449 -2.46355
N 0.85558 0.14386 -1.04168
Te 2.46581 -0.37361 0.03163
C 2.71367 -2.26854 0.91737
C 1.94770 -3.40106 0.68009
C 0.78219 -3.43585 -0.25316
C 2.28188 -4.56652 1.36768
C 3.34140 -4.61758 2.25767
C 3.68859 -5.88421 2.98359
C 4.10130 -3.46608 2.44569
C 3.81865 -2.28090 1.78200
C 4.70335 -1.08720 2.03181
C 1.80318 0.76234 1.68012
C 1.00133 0.24981 2.70479
C 0.30891 -1.08126 2.69179
C 0.76837 1.06311 3.81603
C 1.26903 2.35169 3.91171
C 1.00141 3.20267 5.11773
C 2.00775 2.85022 2.84310
C 2.28577 2.07707 1.72474
C 3.08343 2.69082 0.60417
H 1.14146 0.05581 -4.39702
H 0.99605 1.53931 -3.41876
H -0.39834 0.48111 -3.64283
H 0.67177 -2.52049 -0.82960
H -0.14100 -3.59093 0.30918
H 0.88467 -4.25933 -0.96119
H 1.68697 -5.45644 1.19515
H 2.88807 -6.61758 2.90565
H 3.87578 -5.69170 4.03985
H 4.59344 -6.33021 2.56743
H 4.94536 -3.49058 3.12497
H 5.49897 -1.36267 2.72076
H 4.16233 -0.25209 2.48557
H 5.18061 -0.72474 1.11790
H 0.09717 -1.44547 1.68898
H -0.65468 -0.98219 3.18907
H 0.89020 -1.84376 3.21564
H 0.14495 0.67661 4.61424
H 0.35915 2.68894 5.83049
H 0.51460 4.13846 4.83806
H 1.93223 3.46097 5.62454
H 2.37603 3.86975 2.88018
H 3.13106 3.77124 0.73015
H 2.63800 2.49833 -0.37484
H 4.11123 2.31833 0.57911
```

As for the HOMO energy (alpha / beta): -0.3832 / -0.3865 hartree. Its frontier orbital gap (alpha / beta) is 0.2809 / 0.2793 Ha. The value obtained for the energy relative to the best compared isomer or geometry (same formula, charge and spin) is 4.9 kcal/mol. As for the multiplicity: 2. For the molecular weight, the calculation gives 1034.09 g mol⁻¹. The total charge is +1.

***

Entry 5:
DFT (the ωB97M-V functional and the def2-TZVPD basis) results for a structure of composition C38H41AsNO4PS6Ti.

```
93
C38H41AsNO4PS6Ti, DFT the ωB97M-V functional and the def2-TZVPD basis
Ti 0.32218 0.27433 0.17737
O 1.43531 1.06325 3.87415
C 0.83718 0.73406 2.86184
O 1.29004 0.88018 1.63490
C -0.54848 0.19599 2.84108
C -1.38125 -0.16420 3.87376
C -2.66661 -0.65595 3.56339
C -3.07720 -0.77925 2.23146
C -2.21156 -0.38717 1.22844
N -0.97862 0.10529 1.55255
C -2.37942 -0.39288 -0.23681
O -3.42111 -0.63328 -0.83424
O -1.25134 -0.03992 -0.83452
H -1.03152 -0.07958 4.89380
H -3.34089 -0.94608 4.36007
H -4.04369 -1.18823 1.96829
S 0.71954 -2.10871 0.49526
C 0.06697 -2.75908 -0.98656
C -0.64379 -3.96930 -0.93451
C -1.09294 -4.59184 -2.08229
C -0.83038 -4.03498 -3.32841
C -0.15726 -2.82625 -3.39591
C 0.27196 -2.16528 -2.24769
As 1.04438 -0.37473 -2.35342
C 2.74475 -0.79334 -3.25454
C 3.20053 -2.10086 -3.36977
C 4.49198 -2.36211 -3.80177
C 5.34923 -1.31810 -4.11558
C 4.90015 -0.00946 -4.02045
C 3.60680 0.24705 -3.59762
C 0.05159 0.17001 -3.98304
C -1.34318 0.10974 -3.97549
C -2.07976 0.53100 -5.07070
C -1.43545 1.01295 -6.20328
C -0.05040 1.07625 -6.22459
C 0.68472 0.66695 -5.11971
H -0.83515 -4.39913 0.04034
H -1.65056 -5.51942 -2.01023
H -1.15961 -4.53056 -4.23399
H 0.04645 -2.38195 -4.36364
H 2.55196 -2.91610 -3.07252
H 4.84956 -3.38352 -3.84542
H 6.37692 -1.52760 -4.38657
H 5.56944 0.81524 -4.23438
H 3.27312 1.27296 -3.47751
H -1.85227 -0.28297 -3.10172
H -3.16171 0.48019 -5.04563
H -2.01198 1.32325 -7.06712
H 0.46597 1.43990 -7.10565
H 1.76542 0.71680 -5.15082
C 1.25574 4.28921 1.83313
C -0.18468 4.07776 1.35270
C -1.02179 3.67136 2.57217
P -0.29838 2.86406 -0.09244
C 0.96321 3.75278 -1.18211
C 0.71388 3.71484 -2.68911
C 2.31971 3.08217 -0.91914
C -1.97744 3.36620 -0.77838
C -3.06965 2.91251 0.21815
C -2.29090 2.73077 -2.13723
H 1.25308 4.95096 2.70358
H 1.89438 4.74452 1.07851
H 1.69139 3.33958 2.14811
H -0.57187 5.02691 0.95925
H -0.78919 2.65499 2.88537
H -2.09151 3.74486 2.39898
H -0.77958 4.33047 3.41056
H 0.97838 4.80086 -0.86375
H 0.52377 2.69208 -3.01905
H 1.61165 4.07114 -3.20377
H -0.11486 4.35410 -2.99301
H 2.37422 2.15390 -1.48592
H 2.47909 2.81118 0.12224
H 3.14971 3.72025 -1.23413
H -1.97684 4.45786 -0.87520
H -3.91093 2.46408 -0.31217
H -3.45289 3.74282 0.81172
H -2.69223 2.14507 0.89578
H -2.18270 1.65003 -2.07110
H -1.65855 3.08649 -2.94429
H -3.32740 2.95116 -2.40759
C 4.64109 1.94543 2.39095
S 5.80211 2.12041 1.00599
C 6.16532 0.45075 0.61418
C 5.26887 -0.46198 0.12793
S 3.61519 -0.25706 -0.15976
S 6.02085 -2.05447 -0.17079
C 7.66242 -1.65859 0.19476
S 8.94282 -2.69611 0.00454
S 7.83756 -0.05368 0.80446
H 4.22934 2.93586 2.57870
H 5.15861 1.58300 3.27678
H 3.84370 1.26762 2.09994
```

As for the HOMO energy (alpha / beta): -0.0198 / -0.0201 hartree. Its frontier orbital gap (alpha / beta) is 0.1724 / 0.1727 Ha. The value obtained for the energy relative to the best compared isomer or geometry (same formula, charge and spin) is 25.7 kcal/mol. For the molecular weight, the calculation gives 921.91 g mol⁻¹. The total charge is -2.

***

Q: Which formula does entry 2 have?
A: C38H40BCl2N7O2SW

***

Q: The lowest total charge belongs to which entry?
A: C38H41AsNO4PS6Ti